Formula: C43H104N18O11
Source: the Open Molecules 2025 dataset
Level of theory: ωB97M-V/def2-TZVPD

```
176
Properties=species:S:1:pos:R:3:lowdin_charge:R:1
O -1.254 -2.469 3.552 0.015
O 1.984 -1.421 5.885 0.005
O 0.430 3.584 4.803 0.010
O 2.123 -3.714 -0.205 0.022
O -4.810 4.386 2.298 -0.015
O -3.202 -3.848 -4.262 -0.010
O -1.240 0.778 -5.361 -0.020
O 4.972 -3.568 2.432 -0.017
O 3.760 -1.409 0.862 -0.060
O 8.090 0.265 2.618 -0.006
O 5.024 4.030 3.588 0.001
N 2.665 3.135 4.946 0.159
N 7.634 -1.377 1.073 0.155
N 1.807 3.989 3.019 0.163
N -4.273 3.243 1.649 -0.094
N 3.752 -2.132 4.650 0.166
N 2.906 -3.785 -2.348 0.172
N 6.026 -0.701 2.564 0.163
N -1.289 -1.510 5.614 0.173
N 2.830 -0.430 0.456 -0.076
N 1.785 -3.322 4.628 0.169
N -2.534 -3.904 -3.001 -0.098
N 6.000 -5.492 1.816 0.164
N 6.635 5.569 3.102 0.150
N -1.453 2.181 -5.472 -0.083
N -3.039 -2.825 4.925 0.141
N 6.482 3.600 1.905 0.182
N 1.715 -5.566 -1.452 0.162
N 6.123 -4.711 4.007 0.175
C -1.915 1.896 -7.850 -0.048
C -2.422 2.421 -6.518 -0.528
C -4.738 1.132 0.516 -0.140
C -3.329 -1.555 -2.580 -0.026
C -1.803 -2.285 4.626 -0.676
C 5.622 -4.572 2.746 -0.627
C -2.338 -3.481 -0.192 -0.161
C -5.337 2.439 1.046 -0.519
C 7.307 -0.545 2.119 -0.671
C 1.548 3.577 4.309 -0.687
C 1.220 -1.220 2.116 -0.020
C -3.297 2.460 3.832 -0.012
C -6.469 2.057 2.029 -0.029
C 1.271 1.867 -0.186 -0.168
C 2.629 0.740 2.663 -0.024
C -2.174 -2.567 -2.523 -0.502
C -1.090 -2.056 -3.486 -0.032
C 1.939 0.001 1.537 -0.475
C -2.620 1.435 1.689 -0.146
C -3.757 0.449 1.466 -0.156
C -1.779 4.359 -4.346 -0.142
C -3.832 1.849 -6.239 -0.015
C -2.516 3.943 -6.700 -0.145
C 2.237 1.230 -1.194 -0.124
C -3.136 -4.949 -2.156 -0.510
C 2.240 -4.312 -1.271 -0.649
C -2.733 2.320 -3.294 -0.019
C -1.529 -2.618 -1.142 -0.132
C -3.071 2.770 2.333 -0.505
C -0.271 2.702 -3.401 -0.043
C 3.990 -0.405 -1.623 -0.041
C 4.415 1.453 0.023 -0.031
C -1.924 3.730 2.100 -0.034
C -1.586 2.847 -4.170 -0.498
C 3.400 0.465 -0.543 -0.500
C -2.763 -6.288 -2.770 -0.043
C -4.642 -4.776 -1.893 -0.014
C 0.851 0.885 0.882 -0.121
C -5.905 3.264 -0.093 -0.034
C -2.807 4.685 -5.400 -0.184
C -2.396 -4.877 -0.794 -0.146
C 6.017 4.354 2.938 -0.632
C 2.468 -2.231 5.100 -0.678
H 5.239 1.690 -0.663 0.090
H -5.240 -5.513 -2.434 0.084
H -2.037 4.769 2.425 0.089
H 0.724 -1.792 1.336 0.081
H -2.216 1.643 0.689 0.110
H -3.615 -1.307 -3.599 0.083
H 2.697 2.920 5.926 0.106
H 6.600 -5.574 4.199 0.097
H 0.084 0.202 0.520 0.108
H 6.610 -6.272 1.973 0.098
H 1.745 -5.982 -2.365 0.091
H 4.940 0.975 0.857 0.059
H 6.219 6.168 3.793 0.103
H -2.927 -5.560 -0.123 0.117
H -3.044 -0.670 -2.006 0.069
H -0.116 1.649 -3.115 0.062
H -1.821 -1.155 6.388 0.101
H -1.995 4.785 -3.362 0.126
H 6.865 -1.772 0.559 0.083
H -0.842 4.878 -4.585 0.123
H -0.385 -1.066 5.527 0.085
H -1.597 4.330 -7.152 0.120
H -4.200 0.156 2.415 0.108
H 1.766 2.745 0.257 0.099
H -3.289 4.185 -7.434 0.124
H 3.158 1.662 2.419 0.055
H -2.610 2.443 -2.216 0.080
H 0.635 2.889 -3.982 0.098
H -7.167 1.340 1.599 0.082
H -1.806 1.049 2.302 0.111
H -4.121 -3.653 -4.018 0.082
H 0.432 2.403 -0.632 0.085
H 0.596 -0.968 2.967 0.075
H -1.388 -5.289 -0.902 0.105
H 4.082 -2.748 3.912 0.038
H -1.877 -3.578 0.793 0.110
H -1.646 0.833 -7.817 0.081
H -6.641 2.620 -0.600 0.089
H -4.992 -3.787 -2.196 0.063
H 1.726 0.840 -2.073 0.100
H -0.312 3.223 -2.449 0.078
H -0.276 -2.792 -3.406 0.076
H -3.691 2.743 -3.588 0.073
H -0.373 0.712 -4.953 0.083
H -2.775 1.236 -3.441 0.063
H -5.150 3.430 -0.865 0.077
H -1.609 -1.583 -0.776 0.107
H -0.894 2.273 -8.010 0.088
H -3.344 -0.410 0.938 0.100
H -3.196 -3.028 5.896 0.089
H -4.503 2.533 -5.726 0.066
H -0.457 -2.805 -1.076 0.110
H -3.345 -3.079 -0.048 0.110
H -5.280 4.046 3.074 0.082
H -4.172 1.837 4.020 0.066
H -4.380 1.186 -0.515 0.107
H 1.944 1.015 3.464 0.084
H -0.626 -1.104 -3.223 0.075
H -1.062 3.371 2.673 0.057
H 7.629 5.627 2.966 0.095
H -7.081 2.937 2.251 0.082
H -2.534 2.154 -8.701 0.085
H 3.275 -1.138 -1.990 0.056
H 2.018 -1.896 2.444 0.065
H -1.366 -2.116 -4.538 0.082
H 7.231 3.894 1.308 0.104
H 6.083 2.692 1.743 0.074
H -4.317 1.584 -7.181 0.082
H 4.283 -1.290 4.759 0.086
H -3.396 -6.458 -3.651 0.080
H 3.412 0.083 3.057 0.058
H 5.935 -5.153 0.872 0.107
H 6.092 -3.991 4.703 0.106
H 4.235 0.132 -2.549 0.095
H -4.887 -4.853 -0.835 0.083
H 3.108 -2.807 -2.277 0.057
H 5.516 -1.466 2.149 0.040
H -3.730 0.930 -5.661 0.076
H 3.595 3.200 4.548 0.045
H 3.990 2.402 0.347 0.073
H -1.676 3.814 1.039 0.081
H -2.996 -7.109 -2.086 0.088
H 0.783 -3.252 4.692 0.074
H 2.683 3.829 2.562 0.066
H 2.186 -4.023 4.036 0.097
H -6.049 1.633 2.941 0.071
H 8.527 -1.273 0.633 0.096
H 2.738 2.132 -1.584 0.119
H -4.235 -1.871 -2.045 0.072
H 5.600 -0.011 3.150 0.089
H 3.309 -2.258 0.721 0.061
H -3.819 4.363 -5.132 0.095
H 4.918 -0.928 -1.379 0.082
H -1.742 -6.369 -3.123 0.079
H -6.385 4.204 0.159 0.081
H 2.821 -4.240 -3.238 0.095
H -3.556 3.427 4.284 0.083
H 1.040 4.538 2.674 0.094
H 1.072 -5.905 -0.763 0.096
H -5.561 0.408 0.456 0.113
H -3.519 -3.355 4.225 0.093
H 0.434 1.481 1.701 0.104
H -2.929 5.756 -5.579 0.114
H -2.402 2.080 4.315 0.085
```

Results
* HOMO: -7.6715 eV
* frontier orbital gap: 0.289 Ha
* SMILES: CC1(C)CCCC(C)(C)N1O.CC1(C)CCCC(C)(C)N1O.CC1(C)CCCC(C)(C)N1O.CC1(C)CCCC(C)(C)N1O.NC(N)=O.NC(N)=O.NC(N)=O.NC(N)=O.NC(N)=O.NC(N)=O.NC(N)=O
* net charge: 0

***

Formula: C3H7O3
Source: the Open Molecules 2025 dataset
Level of theory: ωB97M-V/def2-TZVPD

```
13
Properties=species:S:1:pos:R:3:nbo_charge:R:1
O 1.233 -1.852 -1.111 -0.780
O -2.571 0.350 2.053 -0.766
O -0.412 -0.353 -1.162 -0.804
C -1.326 -0.156 1.551 -0.275
C 1.862 0.413 -1.434 -0.736
C 0.788 -0.700 -1.302 0.755
H -2.944 1.053 1.506 0.460
H 2.850 0.061 -1.186 0.198
H 1.541 1.225 -0.771 0.197
H -1.563 -1.167 1.170 0.180
H 2.022 0.916 -2.404 0.190
H -0.749 0.403 0.677 0.236
H -0.731 -0.194 2.412 0.146
```

Results
* HOMO: -3.9670 eV
* frontier orbital gap: 0.286 Ha
* net charge: -1

***

Formula: C9H12IN4O3S
Source: the Open Molecules 2025 dataset
Level of theory: ωB97M-V/def2-TZVPD

```
30
Properties=species:S:1:pos:R:3:nbo_charge:R:1
I 0.139 5.628 1.530 0.105
S 2.155 0.647 2.981 0.122
O 0.615 4.106 -0.954 -0.438
O 0.051 -2.044 -4.178 -0.507
O -0.178 -0.605 -2.494 -0.502
N -1.493 -0.719 2.216 -0.609
N 0.460 1.348 -0.432 -0.173
N 0.693 -0.356 0.881 -0.298
N 1.184 1.673 0.623 -0.120
C 0.869 4.087 0.208 0.442
C -0.777 -1.750 2.180 0.114
C 1.341 0.654 1.450 0.270
C -2.149 -1.903 -3.282 -0.736
C 0.536 -1.685 1.441 -0.289
C -0.691 -0.693 -1.176 -0.117
C 0.154 0.113 -0.283 0.380
C 1.723 3.010 0.881 -0.341
C -0.685 -1.550 -3.368 0.788
H 1.343 -1.898 2.121 0.248
H -2.347 -0.878 2.741 0.371
H -1.694 -0.295 -1.122 0.230
H 3.007 -0.367 2.745 0.172
H -2.720 -1.030 -2.996 0.228
H -1.081 -2.671 2.659 0.197
H 0.563 -2.438 0.670 0.251
H -2.269 -2.637 -2.497 0.233
H -2.476 -2.294 -4.221 0.268
H 1.655 3.167 1.941 0.249
H -0.684 -1.719 -0.845 0.194
H 2.757 3.099 0.580 0.268
```

Results
* HOMO: -12.7505 eV
* frontier orbital gap: 0.337 Ha
* net charge: +1

***

Formula: C3H7NO
Source: the Open Molecules 2025 dataset
Level of theory: ωB97M-V/def2-TZVPD

```
12
Properties=species:S:1:pos:R:3:nbo_charge:R:1
O -0.131 2.185 -0.986 -0.547
N -0.008 -0.099 -1.119 -0.635
C 1.127 -0.205 -0.355 -0.172
C 0.385 0.149 1.800 -0.740
C -0.567 1.140 -1.399 0.531
H 0.154 1.195 2.025 0.224
H 1.152 0.431 0.682 0.251
H 1.047 -0.268 2.563 0.210
H -0.540 -0.426 1.726 0.206
H -0.536 -0.909 -1.425 0.386
H -1.480 1.062 -2.017 0.111
H 1.441 -1.246 -0.242 0.175
```

Results
* HOMO: -7.9261 eV
* frontier orbital gap: 0.307 Ha
* net charge: 0

***

Formula: C2H9N4
Source: the Open Molecules 2025 dataset
Level of theory: ωB97M-V/def2-TZVPD

```
15
Properties=species:S:1:pos:R:3:nbo_charge:R:1
N 0.927 -1.582 -0.315 -0.728
N 1.753 1.252 0.470 -1.155
N -5.204 0.676 0.156 -0.665
N -0.964 -0.334 -0.195 -0.721
C -4.093 0.402 -0.156 0.238
C -0.396 -1.541 -0.067 0.405
H -0.308 0.446 -0.350 0.438
H 1.298 -0.703 -0.561 0.429
H 2.073 2.064 -0.223 0.401
H 2.577 0.785 0.884 0.391
H -6.101 0.959 0.440 0.459
H -0.937 -2.363 0.236 0.225
H 1.382 -2.483 -0.587 0.440
H -1.953 -0.201 0.071 0.454
H 1.232 1.716 1.244 0.389
```

Results
* HOMO: -14.5905 eV
* frontier orbital gap: 0.412 Ha
* net charge: +1

***

Formula: C5H11NO
Source: the Open Molecules 2025 dataset
Level of theory: ωB97M-V/def2-TZVPD

```
18
Properties=species:S:1:pos:R:3:nbo_charge:R:1
O -1.047 -0.648 -0.755 -0.408
N -1.389 0.832 -0.660 -0.306
C 0.083 -2.555 0.043 -0.631
C -0.256 -1.097 0.273 0.131
C 1.230 -0.228 0.419 -0.680
C -0.300 1.682 -0.733 -0.021
C -0.414 2.884 -0.142 -0.489
H -0.833 -3.141 0.018 0.222
H -1.935 0.936 0.193 0.351
H 0.594 -2.668 -0.911 0.216
H 0.726 -2.923 0.839 0.219
H 1.707 -0.743 1.250 0.203
H 0.184 3.724 -0.452 0.208
H -0.747 -0.931 1.246 0.148
H 1.770 -0.468 -0.494 0.203
H 0.354 1.499 -1.571 0.211
H 1.345 0.804 0.741 0.233
H -1.073 3.041 0.698 0.190
```

Results
* HOMO: -8.6351 eV
* frontier orbital gap: 0.358 Ha
* SMILES: C=CNOC(C)C
* net charge: 0

***

Formula: C51H42N6O2P2STc
Source: the Open Molecules 2025 dataset
Level of theory: ωB97M-V/def2-TZVPD

```
105
Properties=species:S:1:pos:R:3:lowdin_charge:R:1
Tc -0.187 -0.047 0.765 1.144
S 2.764 -1.448 1.915 1.073
P -0.244 -0.945 -1.568 1.022
P 1.312 1.271 -0.529 0.930
O 0.542 1.429 -1.995 -0.379
O -0.049 0.915 2.495 -0.255
N -0.569 0.570 -2.397 -0.175
N -1.703 1.371 0.164 -0.096
N -2.354 1.600 -0.968 0.082
N -1.656 -1.392 1.700 -0.016
N 1.036 -2.507 3.877 0.154
N 1.040 -1.555 1.727 -0.328
C 3.022 0.832 -0.911 -0.327
C -2.882 -4.522 -2.553 -0.061
C -1.064 3.404 4.892 -0.025
C 4.805 -0.820 -0.835 -0.089
C -2.993 -1.657 1.503 -0.095
C 3.979 1.832 -1.135 -0.055
C -4.857 -1.028 -2.996 -0.080
C -2.544 3.561 3.022 -0.035
C 5.338 1.496 -1.217 -0.022
C -0.728 1.928 3.014 -0.334
C -3.700 -2.664 2.138 -0.008
C 1.386 3.017 -0.112 -0.364
C 1.293 4.004 -1.073 -0.079
C -2.963 0.495 -2.997 -0.179
C 1.452 -2.913 -2.537 -0.075
C 1.137 -1.554 -2.594 -0.347
C 3.007 -0.480 6.299 -0.056
C -3.942 -0.220 -2.323 -0.042
C -0.346 2.367 4.306 0.006
C 1.801 -0.716 -3.517 -0.091
C 2.863 -0.948 3.593 -0.464
C 0.413 -2.125 2.699 -0.355
C 3.797 0.263 5.422 -0.054
C 2.784 -1.201 -4.317 -0.066
C -1.801 -3.166 -0.925 -0.120
C -2.858 0.332 -4.365 -0.063
C 1.589 3.383 1.178 -0.123
C 3.121 -2.543 -4.282 -0.042
C 3.458 -0.477 -0.786 -0.203
C 1.246 5.342 -0.680 -0.050
C -3.791 -0.417 -5.056 -0.040
C 2.120 -1.405 5.780 -0.008
C -1.045 -2.279 2.506 -0.199
C 1.583 4.686 1.602 -0.042
C 3.741 0.019 4.045 -0.059
C 2.002 -1.618 4.404 -0.275
C 1.388 5.682 0.635 -0.053
C -2.480 -4.328 -1.230 -0.057
C -1.635 -3.438 3.115 0.026
C -1.813 2.546 2.389 -0.166
C -1.697 2.703 -2.956 0.021
C 2.387 -3.392 -3.459 -0.045
C -4.863 -1.011 -4.341 -0.076
C -2.274 2.190 1.097 -0.001
C -2.604 -3.636 -3.576 -0.048
C -2.974 -3.613 2.887 -0.018
C 5.749 0.123 -1.070 -0.036
C -2.181 4.053 4.246 -0.040
C -1.854 1.306 -2.278 -0.465
C -1.818 -2.515 -3.286 -0.066
C -1.445 -2.284 -1.946 -0.339
H 4.454 1.007 5.859 0.115
H 6.806 -0.137 -1.091 0.119
H 3.209 -0.461 7.376 0.126
H 2.616 -4.426 -3.423 0.102
H 1.159 3.712 -2.087 0.100
H -2.945 -3.906 -4.601 0.136
H 5.036 -1.867 -0.643 0.121
H -2.041 0.790 -4.927 0.127
H -1.507 -1.815 -4.048 0.110
H 3.915 -2.972 -4.866 0.114
H 6.029 2.283 -1.387 0.098
H -3.704 -0.674 -6.115 0.122
H -2.656 3.213 -3.137 0.113
H -3.396 4.042 2.558 0.125
H -1.212 2.629 -3.880 0.071
H -0.743 3.681 5.889 0.112
H -0.991 -4.249 3.443 0.135
H 3.294 -0.507 -5.016 0.133
H -3.912 -0.334 -1.242 0.088
H -3.162 2.712 0.755 0.135
H 1.527 -2.045 6.425 0.120
H -3.576 -4.470 3.174 0.130
H 3.743 2.904 -1.181 0.114
H -1.548 -2.923 0.133 0.077
H 1.739 2.578 1.926 0.112
H 1.763 4.850 2.667 0.120
H -2.665 -5.073 -0.452 0.115
H 0.430 -2.925 4.598 0.157
H -5.606 -1.678 -2.482 0.134
H 2.674 -1.187 -0.682 0.032
H 0.450 1.854 4.832 0.117
H -1.192 3.368 -2.258 0.070
H -5.471 -1.646 -4.896 0.093
H -3.492 -1.040 0.796 0.093
H -2.690 4.854 4.813 0.125
H 1.060 -3.548 -1.798 0.098
H 1.103 6.152 -1.398 0.123
H 1.494 6.696 0.968 0.112
H -4.757 -2.798 1.799 0.146
H -3.478 -5.384 -2.855 0.118
H 4.399 0.518 3.356 0.114
H 1.603 0.363 -3.510 0.108
```

Results
* HOMO (spin up / spin down): -12.4012 / -13.0590 eV
* frontier orbital gap (spin up / spin down): 0.239 / 0.227 Ha
* multiplicity: 4
* net charge: +2
* <S²>: 3.79

***

Formula: C4H4N2OS
Source: the Open Molecules 2025 dataset
Level of theory: ωB97M-V/def2-TZVPD

```
12
Properties=species:S:1:pos:R:3:nbo_charge:R:1
S -2.304 -0.143 -0.021 0.023
O 0.231 0.048 1.842 -0.648
N 2.984 -0.649 -0.483 -0.253
N 0.280 2.396 -0.372 -0.258
C 0.427 -0.068 0.401 0.067
C 1.822 -0.465 -0.157 0.231
C -0.714 -0.869 -0.307 -0.580
C 0.295 1.284 -0.127 0.228
H 0.658 1.194 2.033 0.514
H -0.794 -1.828 0.253 0.247
H -2.429 0.194 -1.650 0.163
H -0.456 -1.095 -1.413 0.268
```

Results
* HOMO: -9.9572 eV
* frontier orbital gap: 0.350 Ha
* net charge: 0

***

| no. | calculated total energy (Eh) |
| --- | --- |
| 1 | -3514.15694 |
| 2 | -344.25179 |
| 3 | -1490.49373 |
| 4 | -248.36442 |
| 5 | -300.36274 |
| 6 | -326.97809 |
| 7 | -3608.79746 |
| 8 | -737.60549 |